Entry from OMol25: C24H28Cl3Ge2N3O9V as an isolated structure at a distorted geometry (ωB97M-V with the def2-TZVPD basis set).

```
! wB97M-V def2-TZVPD RIJCOSX def2/J DEFGRID3
* xyz 0 2
V 0.7922 -0.9239 0.8187
C 2.9745 3.3931 -0.7984
C 2.4997 2.3316 0.1946
Ge 2.0082 0.5990 -0.6871
C 3.6697 -0.2083 -1.4660
C 3.4010 -1.4877 -2.2577
C 0.8508 1.0069 -2.2198
C -0.4074 0.5737 -2.3438
Ge -1.0509 -0.6914 -0.9030
C -2.7523 -0.2121 0.0783
C -4.0798 -0.2135 -0.6822
C -1.1766 -2.5896 -1.5920
C -2.2106 -2.9418 -2.6619
C -1.2967 0.9319 -3.4725
C -2.5224 0.2859 -3.6328
C -3.3816 0.5996 -4.6735
C -3.0290 1.5793 -5.5874
C -1.8138 2.2352 -5.4454
C -0.9599 1.9211 -4.4029
H 3.2970 4.2946 -0.2728
H 2.1691 3.6710 -1.4795
H 3.8171 3.0351 -1.3925
H 1.6177 2.6916 0.7307
H 3.2819 2.1235 0.9301
H 4.3904 -0.3972 -0.6676
H 4.0961 0.5532 -2.1255
H 3.1081 -2.2994 -1.5958
H 4.2960 -1.8091 -2.7942
H 2.6032 -1.3365 -2.9890
H 1.2989 1.6303 -2.9951
H -2.5830 0.7793 0.4854
H -2.8080 -0.9172 0.9140
H -4.0935 0.5593 -1.4489
H -4.8957 -0.0029 0.0133
H -4.2852 -1.1755 -1.1542
H -1.3539 -3.2059 -0.7073
H -0.1819 -2.8334 -1.9663
H -3.2276 -2.7221 -2.3326
H -2.1607 -4.0107 -2.8832
H -2.0200 -2.4024 -3.5892
H -2.7994 -0.4790 -2.9216
H -4.3270 0.0799 -4.7678
H -3.6967 1.8348 -6.3998
H -1.5300 3.0032 -6.1542
H -0.0261 2.4591 -4.3096
Cl 1.3985 -3.9951 3.4156
C 0.5795 -3.7988 1.8680
Cl -0.7548 -2.6350 2.0741
Cl -0.0812 -5.3357 1.3075
C 1.6221 -3.3233 0.7761
O 2.6739 -3.8913 0.7313
O 1.1907 -2.3775 -0.0029
O 0.9815 0.8115 8.1374
N 0.1342 1.2872 7.4096
O -0.8419 1.9063 7.7802
C 0.2979 1.0963 5.9733
C 1.3389 0.3267 5.5062
C 1.4574 0.0652 4.1554
C 0.5059 0.5694 3.2259
O 0.5336 0.1710 1.9899
C -0.4762 1.4635 3.7459
C -0.5944 1.6917 5.0988
N -1.3759 2.1978 2.8699
O -2.2850 2.8082 3.3943
O -1.1216 2.2437 1.6867
N 2.5710 -0.7357 3.7180
O 3.4457 -0.9745 4.5112
O 2.6018 -1.1528 2.5627
H 2.0590 -0.0838 6.1995
H -1.3626 2.3527 5.4735
*
```

## Properties
Energy above the lowest of the compared OMol25 structures with the same formula, charge and spin (kcal per mole): 17.4
Kohn-Sham gap (alpha / beta) (eV): 6.21 / 6.04
LUMO level (alpha / beta) (eV): -2.15 / -2.16
HOMO energy (alpha / beta) (eV): -8.4 / -8.2

---

Entry from OMol25: C24H28ClF9FeN2O3 as an isolated structure at a distorted geometry (ωB97M-V with the def2-TZVPD basis set).

```
! wB97M-V def2-TZVPD RIJCOSX def2/J DEFGRID3
* xyz -1 6
Fe -0.1105 0.7725 0.2843
Cl 0.9800 1.5609 1.9921
N 1.2716 0.6484 -1.4477
N -1.9129 -0.1441 1.1023
C 1.8010 1.8335 -1.7147
C -2.8444 0.6567 1.5721
C 2.0852 -0.3644 -2.1699
C 3.3722 0.4164 -2.4596
C 1.4431 -0.8392 -3.4665
C 2.3572 -1.5817 -1.3374
H 1.0034 -0.0306 -4.0610
H 0.6746 -1.5951 -3.2600
H 2.2258 -1.3248 -4.0667
H 3.0121 -1.3270 -0.5081
H 2.8507 -2.3321 -1.9670
H 1.4434 -2.0180 -0.9392
C -2.1544 -1.4896 1.6737
C -3.5665 -1.3674 2.2491
C -1.1760 -1.7382 2.7838
C -2.0115 -2.5835 0.6300
H -2.6417 -2.3976 -0.2488
H -2.3193 -3.5330 1.0871
H -0.9619 -2.6757 0.3225
H -1.2319 -0.9415 3.5359
H -0.1496 -1.7699 2.3537
H -1.4025 -2.7053 3.2484
O -3.8341 0.0830 2.2418
H -3.6374 -1.7113 3.2907
H -4.3473 -1.8563 1.6490
O 2.9731 1.8163 -2.3349
H 3.8077 0.2600 -3.4517
H 4.1388 0.2118 -1.6891
C 1.1980 3.1597 -1.3587
C -2.8247 2.1467 1.4330
C -2.2637 2.4808 0.0857
H -2.1732 2.5332 2.2367
H -3.8381 2.5316 1.5976
C -0.9063 2.8892 -0.0107
C -0.2880 2.9959 -1.2854
H -0.4234 3.3343 0.8598
C -1.0817 2.9925 -2.4199
C -2.4527 2.7559 -2.2821
C -0.5038 3.2733 -3.7848
C -3.0482 2.4667 -1.0534
H -3.0940 2.8431 -3.1670
C -4.5328 2.1896 -0.9678
H -5.0061 2.4256 -1.9288
H -4.9962 2.8193 -0.1944
H -4.7618 1.1378 -0.7271
H 0.1470 4.1567 -3.7614
H -1.3163 3.4687 -4.4948
H 0.0862 2.4333 -4.1850
H 1.5109 3.9073 -2.1004
H 1.6153 3.4549 -0.3837
F 3.6375 -0.3336 1.2035
C 3.5565 -1.2111 2.2350
F 4.7571 -1.8587 2.2789
F 3.4645 -0.4675 3.3624
C 2.3013 -2.2120 2.0736
O 1.3118 -1.6237 1.4536
C 2.7442 -3.5753 1.3380
F 3.1120 -4.5632 2.2009
F 1.7286 -4.0583 0.5763
F 3.7959 -3.3709 0.4936
C 1.9378 -2.6648 3.6014
F 3.0493 -3.0267 4.3016
F 1.3468 -1.6435 4.2664
F 1.0725 -3.7201 3.6130
*
```

## Properties
Energy above the lowest of the compared OMol25 structures with the same formula, charge and spin (kcal per mole): 0.0
Kohn-Sham gap (alpha / beta) (eV): 3.70 / 7.82
LUMO level (alpha / beta) (eV): 2.66 / 2.61
HOMO energy (alpha / beta) (eV): -1.0 / -5.2

---

Entry from OMol25: one molecule with the formula C24H28ClN3O3 (ωB97M-V with the def2-TZVPD basis set).

```
! wB97M-V def2-TZVPD RIJCOSX def2/J DEFGRID3
* xyz 0 1
C -3.9541 1.2951 -1.9570
C -2.6125 1.0971 -2.5969
C -2.5226 0.6448 -3.9085
C -1.2811 0.4208 -4.4709
C -0.1228 0.6561 -3.7542
C -0.1860 1.1171 -2.4374
N 0.9498 1.3536 -1.6766
C 2.2338 0.8204 -2.0506
C 2.9794 0.3507 -0.7914
N 2.8622 1.3418 0.2625
C 2.9762 1.1136 1.5860
O 2.7181 1.9769 2.4111
C 3.4542 -0.2526 2.0606
C 2.3303 -0.8807 2.8942
C 1.2873 -1.5072 1.9817
O 1.5759 -1.8851 0.8641
N 0.0183 -1.6253 2.4772
C -0.3397 -1.4994 3.8755
C -0.9034 -2.8433 4.3408
O -2.0843 -3.1568 3.6441
C -2.0631 -2.8695 2.3085
C -3.1350 -3.3351 1.5546
C -3.1989 -3.1048 0.1964
C -2.1847 -2.3807 -0.4117
Cl -2.2345 -2.1003 -2.1153
C -1.1278 -1.8769 0.3244
C -1.0431 -2.1333 1.6895
C 2.3867 2.6326 -0.1805
C 0.9857 2.5068 -0.7870
C 0.6188 3.8050 -1.5126
C -1.4525 1.3262 -1.8797
H -4.3625 0.3311 -1.6519
H -4.6526 1.7473 -2.6584
H -3.8796 1.9269 -1.0750
H -3.4213 0.4624 -4.4787
H -1.2082 0.0681 -5.4899
H 0.8284 0.4976 -4.2383
H 2.0863 -0.0539 -2.6842
H 2.8405 1.5486 -2.6112
H 4.0351 0.1780 -1.0384
H 2.5311 -0.5887 -0.4612
H 4.3152 -0.0738 2.7073
H 3.7466 -0.9155 1.2517
H 2.7351 -1.6643 3.5405
H 1.9003 -0.0913 3.5114
H -1.1109 -0.7281 3.9832
H 0.5199 -1.2364 4.4846
H -0.1514 -3.6284 4.1771
H -1.1718 -2.8173 5.3991
H -3.9050 -3.8930 2.0624
H -4.0212 -3.4851 -0.3871
H -0.3644 -1.2978 -0.1659
H 3.0884 3.0462 -0.9115
H 2.3563 3.2913 0.6887
H 0.2796 2.3404 0.0377
H 1.3033 3.9777 -2.3407
H -0.3908 3.7465 -1.9098
H 0.6798 4.6455 -0.8264
H -1.5368 1.6589 -0.8561
*
```

## Properties
Energy above the lowest of the compared OMol25 structures with the same formula, charge and spin (kcal per mole): 15.2
Kohn-Sham gap (eV): 8.15
SMILES: Cc1cccc(N2CCN(C(=O)CCC(=O)N3CCOc4ccc(Cl)cc43)C[C@H]2C)c1
LUMO level (eV): 0.61
HOMO energy (eV): -7.5

---

Entry from OMol25: C24H28CsGeN3O11S as an isolated structure at a distorted geometry (ωB97M-V with the def2-TZVPD basis set).

```
! wB97M-V def2-TZVPD RIJCOSX def2/J DEFGRID3
* xyz -2 1
Cs 0.5344 0.8882 -0.2363
O -1.3393 4.5291 2.7089
C -1.0260 3.2391 2.4550
O -1.8177 2.4337 2.0602
C 0.4115 2.9364 2.7576
C 1.3392 3.9138 3.0817
C 2.6330 3.5036 3.3606
C 2.9419 2.1563 3.3253
C 1.9499 1.2667 2.9346
N 0.7240 1.6534 2.6330
C 2.2161 -0.2201 2.9107
O 1.2316 -0.8718 2.3323
O 3.2052 -0.6864 3.4196
H -2.2452 4.6489 2.3957
H 1.0580 4.9563 3.0837
H 3.3931 4.2350 3.6025
H 3.9256 1.7801 3.5662
H 1.2162 -1.8334 2.5230
C -1.9490 -3.8396 -0.4514
C -0.8317 -3.5624 -1.3959
N -0.3087 -2.3905 -1.6643
C 0.6687 -2.6232 -2.6126
C 0.7408 -3.9653 -2.9034
N -0.2244 -4.5355 -2.1284
C 1.5579 -4.8436 -3.8183
O 2.4581 -4.2651 -4.5033
O 1.2884 -6.0512 -3.7857
C 1.4693 -1.5019 -3.1615
O 2.4002 -1.8075 -4.0218
O 1.2471 -0.3490 -2.8168
H -2.2092 -2.9342 0.0908
H -1.6653 -4.5891 0.2903
H -2.8303 -4.2033 -0.9866
H -0.3914 -5.5284 -2.1438
H 2.4329 -2.8426 -4.2108
C 0.5109 5.1712 -6.7306
C 0.6963 4.9326 -5.2531
C 0.8337 3.6445 -4.7463
C 1.0211 3.4187 -3.3885
C 1.0403 4.4989 -2.5212
C 0.9084 5.7917 -3.0055
C 0.7423 6.0047 -4.3661
S 1.1514 4.1913 -0.7725
O 1.5089 5.4455 -0.1395
O -0.1710 3.6856 -0.4018
O 2.1552 3.1276 -0.6595
H 0.4389 4.2284 -7.2737
H 1.3497 5.7349 -7.1469
H -0.3975 5.7455 -6.9276
H 0.8066 2.7963 -5.4216
H 1.1349 2.4039 -3.0230
H 0.9398 6.6165 -2.3040
H 0.6434 7.0184 -4.7427
C -1.4363 -5.5355 3.6720
Ge -2.2600 -3.7280 3.6394
C -4.0525 -4.1142 2.8026
C -2.7624 -3.3620 5.5250
C -1.1371 -2.4081 2.9298
H -2.1331 -6.2647 4.0991
H -0.5226 -5.5210 4.2709
H -1.1700 -5.8642 2.6628
H -4.6183 -4.8734 3.3566
H -3.9239 -4.4646 1.7739
H -4.6434 -3.1940 2.7682
H -3.4054 -4.1611 5.9085
H -3.3058 -2.4153 5.5964
H -1.8713 -3.2900 6.1525
H -1.4728 -1.3780 3.0713
H -0.8033 -2.5780 1.9042
*
```

## Properties
Energy above the lowest of the compared OMol25 structures with the same formula, charge and spin (kcal per mole): 7.1
Kohn-Sham gap (eV): 4.55
LUMO level (eV): 3.63
HOMO energy (eV): -0.9

---

Entry from OMol25: C24H28CuN2O2Se2 as an isolated structure (ωB97M-V with the def2-TZVPD basis set).

```
! wB97M-V def2-TZVPD RIJCOSX def2/J DEFGRID3
* xyz 1 1
Cu -1.1627 0.3018 1.3406
Se -0.0552 -1.2060 4.2021
Se 0.0559 -2.5022 2.2786
C -1.7985 -2.4773 1.7512
C -2.4907 -3.6760 1.6849
C -3.8133 -3.6566 1.2693
C -4.4003 -2.4422 0.9565
C -3.6362 -1.2935 1.0552
N -2.3538 -1.3060 1.4312
C 0.7104 0.4717 3.6378
C 1.7339 0.9958 4.4154
C 2.2381 2.2469 4.0996
C 1.7182 2.9240 3.0084
C 0.7093 2.3227 2.2785
N 0.2041 1.1225 2.5893
H -2.0034 -4.5980 1.9675
H -4.3788 -4.5765 1.2067
H -5.4318 -2.3790 0.6413
H -4.0530 -0.3223 0.8197
H 2.1274 0.4257 5.2449
H 3.0325 2.6796 4.6929
H 2.0832 3.9002 2.7228
H 0.2638 2.8085 1.4188
C 4.6723 -2.6052 -4.3806
C 3.7472 -1.9268 -3.4136
C 4.2304 -1.0348 -2.4641
C 3.3869 -0.4018 -1.5663
C 3.9942 0.5532 -0.5658
C 2.0039 -0.6770 -1.6189
C 1.1438 -0.0171 -0.6531
O -0.0587 -0.1983 -0.5067
C 1.4933 -1.5829 -2.5780
C 0.0323 -1.9184 -2.6875
C 2.3794 -2.1839 -3.4538
H 5.7048 -2.2971 -4.2286
H 4.3913 -2.3712 -5.4084
H 4.6171 -3.6889 -4.2678
H 5.2934 -0.8290 -2.4242
H 5.0731 0.5890 -0.7001
H 3.7999 0.2456 0.4630
H 3.6147 1.5689 -0.6896
H 1.6464 0.6979 0.0164
H -0.5750 -1.0210 -2.7999
H -0.3265 -2.4188 -1.7871
H -0.1362 -2.5683 -3.5443
H 1.9959 -2.8756 -4.1952
C -4.1207 3.2353 0.2565
C -3.3473 3.3113 -1.0596
C -2.3795 2.1517 -0.9148
O -2.0489 2.1131 0.4893
C -3.0299 2.8566 1.2478
H -4.8817 2.4540 0.2040
H -4.6129 4.1684 0.5225
H -2.8027 4.2543 -1.1292
H -3.9818 3.2157 -1.9385
H -1.4532 2.2662 -1.4747
H -2.8424 1.2012 -1.1981
H -2.5398 3.7388 1.6663
H -3.3817 2.2314 2.0690
*
```

## Properties
Energy above the lowest of the compared OMol25 structures with the same formula, charge and spin (kcal per mole): 0.0
Kohn-Sham gap (eV): 7.88
LUMO level (eV): -3.01
HOMO energy (eV): -10.9

---

Entry from OMol25: C24H28F10GdN8O as an isolated structure (ωB97M-V with the def2-TZVPD basis set).

```
! wB97M-V def2-TZVPD RIJCOSX def2/J DEFGRID3
* xyz 1 8
Gd -0.3325 -0.4895 -0.0991
C 2.7760 1.7138 0.2233
N 2.2240 0.3682 0.0251
C 2.6879 -0.1504 -1.2784
C 1.8142 0.3491 -2.4268
N 0.4521 -0.1458 -2.2416
C -0.4453 -0.0849 -3.2430
C -0.3557 0.5828 -4.4890
F 0.7402 1.2971 -4.7835
C -1.3734 0.5738 -5.4223
F -1.2144 1.2324 -6.5616
C -2.5709 -0.0880 -5.1858
F -3.5551 -0.0675 -6.0773
C -2.7151 -0.7567 -3.9856
F -3.8442 -1.3992 -3.6867
C -1.6783 -0.7525 -3.0829
F -1.8661 -1.4274 -1.8935
C 2.6602 -0.4895 1.1480
C 1.8524 -0.2015 2.4098
N 0.4263 -0.3400 2.1248
C -0.4648 -0.0831 3.1013
C -1.8341 -0.3158 2.8519
F -2.1720 -0.8362 1.6147
C -2.8742 -0.0994 3.7264
F -4.1212 -0.3704 3.3283
C -2.6102 0.3853 4.9900
F -3.5898 0.6032 5.8645
C -1.2834 0.6359 5.3127
F -0.9945 1.1105 6.5177
C -0.2571 0.4196 4.4140
F 0.9814 0.7137 4.8418
H 3.8693 1.6727 0.2903
H 2.4050 2.1520 1.1493
H 2.5187 2.3631 -0.6140
H 2.6312 -1.2376 -1.2598
H 3.7297 0.1379 -1.4640
H 2.2468 -0.0327 -3.3541
H 1.8396 1.4434 -2.4785
H 3.7239 -0.3295 1.3636
H 2.5224 -1.5316 0.8687
H 2.0935 0.7963 2.7833
H 2.1694 -0.9114 3.1799
N -2.8381 0.7796 -0.4046
C -3.1502 1.8918 -1.3330
C -2.4685 3.1787 -0.8955
C -0.9487 3.1070 -0.9343
N -0.4122 2.2083 0.1148
H -3.4172 -0.0116 -0.6718
H -3.1804 1.0577 0.5114
H -4.2293 2.0601 -1.3913
H -2.8033 1.6162 -2.3312
H -2.7965 3.4407 0.1176
H -2.7983 3.9821 -1.5548
H -0.5459 4.1168 -0.8199
H -0.6270 2.7293 -1.9088
H -0.8218 2.4931 1.0011
H 0.5775 2.4073 0.2042
C -2.1670 -6.3966 0.1314
N -1.4748 -5.1215 0.1053
C -0.0635 -4.9453 -0.1859
C 0.0484 -3.4312 -0.1113
O 1.0292 -2.7301 -0.3380
N -1.1472 -2.9058 0.2241
C -2.0173 -3.9214 0.3278
N -3.2946 -3.7260 0.6305
H -1.5074 -7.1601 -0.2705
H -3.0593 -6.3620 -0.4964
H -2.4476 -6.6797 1.1475
H 0.2042 -5.3108 -1.1790
H 0.5746 -5.4328 0.5536
H -3.5961 -2.7906 0.8420
H -3.9471 -4.4833 0.7279
*
```

## Properties
Energy above the lowest of the compared OMol25 structures with the same formula, charge and spin (kcal per mole): 0.0
Kohn-Sham gap (alpha / beta) (eV): 7.59 / 4.69
LUMO level (alpha / beta) (eV): -2.34 / -5.19
HOMO energy (alpha / beta) (eV): -9.9 / -9.9

---

Entry from OMol25: C24H28F6N6O5PdS3Sb as an isolated structure at a distorted geometry (ωB97M-V with the def2-TZVPD basis set).

```
! wB97M-V def2-TZVPD RIJCOSX def2/J DEFGRID3
* xyz 2 6
Pd 0.0209 1.3275 -0.4075
N 0.4692 0.0176 -2.4767
C 1.3298 -1.0450 -2.1005
C 1.3984 -2.2144 -3.1038
C 0.1128 -2.9376 -3.5167
C -0.5413 -3.8139 -2.4406
N 0.3914 -4.6900 -1.7530
C 0.8803 -5.8430 -2.1673
N 0.4319 -6.4436 -3.2703
N 1.8510 -6.4208 -1.4530
C 0.9507 -1.5737 -0.5948
O 1.5746 -2.5597 -0.2319
O 0.0770 -0.9126 -0.0059
H -0.4583 -0.2928 -2.8042
H 0.9039 0.7174 -3.0764
H 2.3458 -0.6748 -1.9605
H 2.1309 -2.9220 -2.7141
H 1.8233 -1.7786 -4.0119
H 0.3642 -3.5587 -4.3788
H -0.6403 -2.2240 -3.8469
H -1.3397 -4.4053 -2.8922
H -1.0015 -3.1773 -1.6850
H 0.8827 -4.2318 -0.9818
H -0.3205 -6.0484 -3.8052
H 0.7690 -7.3512 -3.5398
H 2.2148 -5.9714 -0.6298
H 2.2260 -7.3196 -1.7004
F 1.0426 2.8712 -1.8580
Sb 3.0487 2.6549 -1.6406
F 2.8981 1.4794 -3.1432
F 2.4016 1.1060 -0.5793
F 4.7679 2.0389 -1.2333
F 2.9432 3.6580 -0.0384
F 3.2234 4.1893 -2.6874
O 0.8172 1.3653 1.5926
C 0.6623 2.1966 2.6622
C 1.9054 2.0291 3.5035
C 2.1143 2.0396 4.8665
C 3.4516 1.8076 5.1806
C 4.2403 1.6193 4.0430
S 3.3755 1.7241 2.5967
C 0.6149 3.6918 2.3669
C 0.3162 4.3222 1.1920
C 0.3852 5.7252 1.2946
C 0.7543 6.1451 2.5458
S 1.0115 4.8487 3.6122
C -0.6114 1.7635 3.3457
C -1.6678 2.5092 3.8161
C -2.6831 1.7030 4.3330
C -2.4080 0.3496 4.2008
S -0.9193 0.0455 3.4454
H 1.3378 2.2081 5.5957
H 3.8383 1.7781 6.1876
H 5.2999 1.4220 4.0357
H 0.0100 3.8134 0.2902
H 0.1650 6.3954 0.4794
H 0.8852 7.1593 2.8823
H -1.7017 3.5862 3.8128
H -3.5734 2.0964 4.7959
H -3.0370 -0.4641 4.5212
C -4.7057 -1.7145 -2.1330
N -4.0495 -0.6286 -1.4216
C -4.6566 0.0308 -0.4094
C -4.0142 0.9587 0.3399
C -2.6490 1.2226 0.0129
O -1.8737 1.9743 0.6735
N -2.1087 0.6293 -1.0626
C -2.7322 -0.3352 -1.7759
O -2.1875 -0.9476 -2.6899
H -5.7397 -1.7897 -1.8097
H -4.1910 -2.6513 -1.9189
H -4.6703 -1.5348 -3.2055
H -5.6879 -0.2317 -0.2178
H -4.4898 1.4877 1.1488
*
```

## Properties
Energy above the lowest of the compared OMol25 structures with the same formula, charge and spin (kcal per mole): 26.4
Kohn-Sham gap (alpha / beta) (eV): 8.59 / 4.68
LUMO level (alpha / beta) (eV): -5.09 / -8.76
HOMO energy (alpha / beta) (eV): -13.7 / -13.4

---

Q: Number 6 is which compound?
A: C24H28F10GdN8O